[1]
The following is a quantum chemistry calculation of C4H5N3 in the gas phase, from OMol25.

Last column: natural (NBO) charge in e.
Element x y z (Å)
N -1.970 0.093 0.048  -0.802
C -0.617 0.014 -0.103  0.097
C 0.193 1.132 -0.289  0.008
N 1.485 1.121 0.002  -0.424
C 1.984 -0.053 0.375  0.198
N 1.390 -1.231 0.220  -0.426
C 0.107 -1.185 -0.117  -0.002
H -2.460 0.912 -0.263  0.393
H -2.508 -0.679 0.400  0.400
H -0.220 2.070 -0.654  0.189
H 2.981 -0.075 0.792  0.177
H -0.364 -2.120 -0.410  0.193

Results
HOMO level in eV: -8.51
Kohn-Sham gap in eV: 9.35
SMILES: Nc1cncnc1
Charge: 0
ΔE to the lowest compared entry with this formula, charge and spin in eV: 0.935

***

[2]
The following is a quantum chemistry calculation of an isolated ion of composition C4H11N2O and charge +1 in a non-equilibrium geometry, from OMol25.

Last column: natural (NBO) charge in e.
Element x y z (Å)
C -0.893 0.229 -2.383  -0.436
N -0.658 -0.343 -1.041  -0.508
C 0.426 0.261 -0.257  -0.141
C 1.784 -0.346 -0.654  -0.646
C -0.212 0.129 1.204  0.661
N 0.684 0.440 2.187  -0.785
O -1.355 -0.352 1.434  -0.589
H -0.955 1.322 -2.244  0.232
H -1.840 -0.152 -2.806  0.249
H -0.101 0.024 -3.142  0.244
H -1.493 -0.244 -0.441  0.469
H -0.520 -1.339 -1.111  0.434
H 0.481 1.344 -0.399  0.243
H 2.412 0.293 -0.043  0.238
H 2.179 -0.268 -1.671  0.261
H 1.892 -1.370 -0.228  0.240
H 0.511 -0.066 3.050  0.431
H 1.459 0.961 2.080  0.402

Results
HOMO level in eV: -14.89
Kohn-Sham gap in eV: 11.86
SMILES: C[NH2+][C@H](C)C(N)=O
Charge: +1
ΔE to the lowest compared entry with this formula, charge and spin in eV: 1.428

***

[3]
The following is a quantum chemistry calculation of a 2-piece molecular cluster, O5S2 overall in a non-equilibrium geometry, from OMol25.

Last column: natural (NBO) charge in e.
Element x y z (Å)
O -2.162 0.680 0.547  -0.827
O -3.763 -0.764 -0.754  -0.817
O 2.309 1.367 0.137  -0.798
O 2.519 -0.842 1.226  -0.815
O 2.190 -0.807 -1.181  -0.804
S -3.454 0.430 -0.024  1.644
S 2.361 -0.063 0.050  2.417

Results
HOMO level in eV: -12.04
Kohn-Sham gap in eV: 10.82
Charge: 0
ΔE to the lowest compared entry with this formula, charge and spin in eV: 0.157

***

[4]
The following is a quantum chemistry calculation of a 12-piece molecular cluster, C90H195N9O18S3 overall in a non-equilibrium geometry, from OMol25.

Last column: Mulliken charge in e.
Element x y z (Å)
C 20.418 25.855 12.264  -2.918
C 21.535 24.793 12.371  2.369
C 21.514 23.871 13.612  -0.763
C 21.321 23.875 11.084  -1.250
C 22.575 23.062 10.801  -0.280
C 23.760 24.024 10.582  -1.500
C 24.030 24.789 11.917  1.366
C 24.710 23.918 13.042  -1.436
C 25.116 25.811 11.481  -1.895
N 22.848 25.495 12.274  0.125
O 22.980 26.253 13.462  -0.241
H 20.293 26.370 13.159  0.648
H 20.669 26.629 11.540  0.529
H 19.492 25.381 12.002  0.535
H 21.466 24.543 14.479  -0.129
H 20.598 23.290 13.663  0.202
H 22.367 23.209 13.675  -0.163
H 20.469 23.233 11.325  0.369
H 21.020 24.493 10.247  0.424
H 22.793 22.337 11.589  0.083
H 22.380 22.354 9.925  0.383
H 23.580 24.840 9.862  0.370
H 24.652 23.486 10.318  0.550
H 24.195 23.071 13.389  0.314
H 24.914 24.640 13.875  0.194
H 25.667 23.575 12.634  0.491
H 25.461 26.314 12.368  0.400
H 24.578 26.570 10.837  0.407
H 25.925 25.304 10.930  0.407
H 22.870 27.197 13.214  0.236
C 25.126 21.756 21.779  -1.634
C 23.678 22.324 21.583  1.679
C 23.159 21.515 20.384  -1.492
C 22.751 22.078 22.818  -1.072
C 23.235 22.956 23.970  -1.240
C 23.227 24.448 23.512  -1.196
C 23.970 24.685 22.296  1.608
C 23.540 26.103 21.685  -1.935
C 25.471 24.769 22.599  -1.861
N 23.630 23.700 21.263  1.214
O 24.562 23.969 20.199  -0.668
H 25.403 21.894 22.837  0.273
H 25.144 20.688 21.473  0.475
H 25.758 22.405 21.144  0.295
H 23.248 20.403 20.467  0.121
H 22.182 21.789 20.071  -0.388
H 23.724 21.686 19.485  0.685
H 21.822 22.461 22.412  0.015
H 22.605 21.044 23.115  0.758
H 22.605 22.715 24.816  0.540
H 24.209 22.596 24.315  0.499
H 23.561 25.220 24.290  0.455
H 22.199 24.709 23.305  0.286
H 22.495 25.914 21.278  0.185
H 24.166 26.404 20.849  0.438
H 23.521 26.821 22.522  0.443
H 25.700 23.835 23.089  0.398
H 25.755 25.642 23.179  0.395
H 25.930 24.813 21.628  0.418
H 24.141 24.630 19.648  0.220
C 21.888 17.296 20.443  -0.852
C 20.784 16.305 20.777  1.495
C 20.080 16.781 22.019  -1.398
C 19.842 16.161 19.571  0.239
C 18.920 14.965 19.638  0.520
C 19.711 13.662 19.686  -1.559
C 20.694 13.781 20.912  1.924
C 20.000 13.600 22.284  -1.303
C 21.737 12.713 20.857  -2.114
N 21.481 14.994 20.848  0.235
O 22.501 15.119 21.844  -0.541
H 22.641 17.245 21.238  0.606
H 22.390 17.004 19.502  0.478
H 21.540 18.368 20.443  -0.312
H 19.841 17.815 21.864  -0.057
H 19.111 16.342 22.010  0.155
H 20.520 16.684 22.968  0.598
H 19.300 17.117 19.421  -1.116
H 20.551 16.143 18.710  -0.101
H 18.314 14.999 20.576  0.268
H 18.226 15.078 18.801  -0.718
H 20.306 13.546 18.795  0.320
H 19.052 12.845 19.714  0.569
H 19.389 12.676 22.517  0.300
H 19.302 14.477 22.458  -0.025
H 20.669 13.810 23.112  0.381
H 21.268 11.727 20.746  0.406
H 22.292 12.698 21.824  0.347
H 22.341 12.965 20.002  0.549
H 22.220 15.684 22.524  0.438
C 19.198 15.722 12.734  -1.826
C 20.510 16.518 12.892  2.002
C 21.563 15.751 12.138  -1.564
C 20.195 17.903 12.321  -1.610
C 21.307 18.959 12.597  -0.297
C 21.523 19.007 14.076  -0.913
C 21.850 17.711 14.843  2.412
C 23.235 17.225 14.564  -1.676
C 21.724 17.972 16.363  -1.445
N 20.764 16.692 14.413  0.907
O 21.012 15.461 15.021  -0.714
H 18.926 15.641 11.696  0.562
H 19.326 14.688 13.081  0.439
H 18.287 16.060 13.295  0.030
H 22.031 14.954 12.783  0.143
H 21.166 15.189 11.279  0.488
H 22.342 16.450 11.804  0.331
H 20.151 17.895 11.201  0.434
H 19.212 18.278 12.637  0.065
H 22.275 18.615 12.026  0.238
H 21.088 19.921 12.073  0.230
H 20.589 19.395 14.671  -0.916
H 22.337 19.702 14.269  0.736
H 23.954 17.716 15.224  0.545
H 23.621 17.471 13.558  0.364
H 23.345 16.168 14.692  0.227
H 22.565 18.490 16.694  0.961
H 21.632 16.909 16.882  0.157
H 20.888 18.621 16.662  -0.904
H 21.783 15.082 14.635  0.231
C 12.892 24.039 18.866  -2.632
C 11.590 24.492 18.222  1.813
C 10.885 23.254 17.600  -1.438
C 10.764 25.319 19.314  -1.024
C 9.556 26.039 18.779  -0.743
C 10.030 26.891 17.643  -1.334
C 10.861 26.271 16.535  1.838
C 9.871 25.603 15.558  -1.509
C 11.621 27.486 15.920  -1.668
N 11.966 25.498 17.196  0.185
O 12.827 24.899 16.238  0.287
H 12.711 23.493 19.783  0.595
H 13.270 23.290 18.215  0.580
H 13.584 24.845 19.108  0.194
H 11.607 22.601 17.064  0.268
H 10.659 22.658 18.473  0.461
H 10.064 23.401 16.875  0.215
H 10.434 24.553 20.044  0.366
H 11.459 26.022 19.705  0.425
H 8.789 25.335 18.367  0.285
H 9.169 26.674 19.525  0.513
H 10.597 27.687 18.218  0.297
H 9.186 27.448 17.138  0.342
H 9.336 26.334 14.952  0.466
H 9.141 24.976 16.101  0.392
H 10.430 24.967 14.834  0.169
H 12.196 27.175 15.057  0.009
H 12.360 27.900 16.661  0.284
H 11.007 28.295 15.536  0.503
H 13.716 25.136 16.492  -0.062
C 17.100 29.236 18.895  -1.645
C 16.621 28.381 17.650  2.405
C 16.528 26.929 18.169  -1.645
C 15.252 28.766 17.115  -0.969
C 15.181 30.024 16.219  -1.499
C 16.122 29.750 15.100  -0.710
C 17.582 29.576 15.679  1.475
C 18.503 29.298 14.493  -1.904
C 18.088 30.886 16.417  -1.696
N 17.587 28.360 16.477  1.241
O 18.923 28.112 16.879  -0.343
H 18.207 29.193 19.027  0.122
H 16.785 30.298 18.792  0.514
H 16.548 28.938 19.768  0.482
H 17.336 26.783 18.923  -0.021
H 15.610 26.847 18.735  0.599
H 16.672 26.175 17.400  -0.163
H 14.933 27.937 16.460  -0.377
H 14.524 28.877 17.917  0.585
H 14.192 30.155 15.768  0.462
H 15.333 30.878 16.829  0.604
H 16.162 30.407 14.255  0.600
H 15.889 28.773 14.628  -0.173
H 19.500 29.177 14.884  0.341
H 18.364 30.125 13.726  0.498
H 18.144 28.338 14.035  0.266
H 18.133 31.715 15.723  0.498
H 19.065 30.638 16.957  0.151
H 17.398 31.253 17.191  0.357
H 19.157 27.469 16.182  -0.034
C 16.096 25.538 14.642  -0.159
C 15.707 25.068 13.296  1.812
C 15.984 26.229 12.320  -1.593
C 16.466 23.835 12.948  -0.522
C 16.143 23.216 11.624  -0.961
C 14.638 22.693 11.810  -1.406
C 13.689 23.874 12.230  1.593
C 13.428 24.781 11.007  -1.563
C 12.369 23.260 12.714  -1.772
N 14.317 24.609 13.381  0.752
O 13.545 25.791 13.649  -0.430
H 15.962 24.711 15.366  -0.272
H 17.151 25.912 14.749  0.165
H 15.555 26.441 14.921  -0.279
H 16.085 25.921 11.290  0.514
H 15.201 26.998 12.267  0.150
H 16.933 26.652 12.693  -0.028
H 17.528 23.946 13.005  0.108
H 16.180 23.058 13.709  0.001
H 16.200 23.839 10.747  0.426
H 16.737 22.278 11.411  0.397
H 14.680 21.909 12.556  0.241
H 14.302 22.289 10.832  0.535
H 12.808 25.694 11.209  0.177
H 12.882 24.272 10.189  0.454
H 14.366 25.092 10.536  0.348
H 12.471 22.576 13.585  0.281
H 11.914 22.726 11.889  0.513
H 11.685 24.080 13.036  0.220
H 13.168 25.556 14.496  0.154
C 16.365 16.314 17.642  -1.138
C 16.445 15.877 16.216  1.794
C 17.509 14.735 16.147  -2.049
C 15.159 15.219 15.779  -1.395
C 14.039 16.299 15.511  -0.741
C 14.606 17.274 14.490  -1.338
C 15.855 18.024 14.931  1.672
C 16.498 18.674 13.730  -1.727
C 15.580 19.093 16.037  -1.047
N 16.830 16.917 15.242  0.157
O 17.987 17.566 15.740  3.457
H 15.518 16.990 17.789  0.326
H 16.131 15.486 18.320  0.498
H 17.279 16.821 17.820  -0.369
H 17.180 13.775 16.574  0.451
H 17.709 14.513 15.093  0.417
H 18.490 14.977 16.563  0.152
H 15.263 14.636 14.881  0.376
H 14.854 14.580 16.626  0.393
H 13.161 15.721 15.248  0.497
H 13.762 16.843 16.425  0.345
H 13.899 18.051 14.060  0.381
H 14.923 16.669 13.619  0.423
H 15.720 19.409 13.391  0.151
H 16.664 17.968 12.909  0.278
H 17.337 19.247 13.971  0.106
H 14.778 18.639 16.690  0.225
H 15.278 20.025 15.603  0.600
H 16.475 19.246 16.624  -0.449
H 18.692 17.162 15.243  -1.439
C 19.500 20.869 20.169  0.462
C 18.156 20.762 19.442  2.037
C 17.374 19.523 19.962  -1.191
C 17.251 21.941 19.646  -2.207
C 17.745 23.263 19.105  1.712
C 17.983 23.073 17.604  -1.817
C 18.878 21.875 17.259  1.803
C 18.708 21.549 15.743  -0.519
C 20.413 22.215 17.388  0.342
N 18.308 20.629 17.978  0.010
O 19.199 19.543 17.659  1.897
H 19.319 20.806 21.230  0.220
H 20.207 20.101 19.945  -0.288
H 19.971 21.888 20.048  -1.352
H 17.030 19.683 21.003  0.160
H 16.538 19.197 19.317  0.284
H 18.156 18.756 19.999  -0.196
H 16.340 21.711 19.163  0.825
H 17.012 22.004 20.712  0.060
H 16.927 24.007 19.230  0.415
H 18.650 23.707 19.618  -1.163
H 18.431 23.922 17.146  0.193
H 17.096 22.940 17.032  0.639
H 17.676 21.503 15.466  0.185
H 19.129 20.575 15.459  -0.911
H 19.189 22.306 15.148  -0.166
H 20.709 22.583 18.387  -0.741
H 20.628 23.094 16.681  -0.192
H 21.018 21.322 17.066  -0.130
H 18.522 18.986 17.218  -0.895
C 17.637 14.338 26.005  -1.243
C 17.315 15.698 26.454  -0.081
O 18.403 16.541 26.008  -0.228
S 18.103 18.110 25.925  1.286
C 17.181 18.217 24.452  -0.204
O 17.281 18.460 27.020  -0.724
O 19.411 18.704 25.737  -0.606
H 16.866 13.679 26.444  0.376
H 18.561 13.865 26.292  0.344
H 17.606 14.322 24.919  0.221
H 16.396 15.998 25.935  0.280
H 17.135 15.807 27.558  0.276
H 17.132 19.184 23.991  -0.109
H 16.279 17.711 24.702  0.517
H 17.701 17.592 23.667  -0.062
C 15.919 24.286 22.981  -0.470
C 16.223 23.593 24.254  -0.592
O 17.673 23.446 24.525  -0.400
S 18.463 22.410 23.577  1.310
C 19.589 21.746 24.794  -0.358
O 17.608 21.354 23.110  -0.636
O 19.133 23.212 22.651  -0.489
H 16.433 23.802 22.099  -0.039
H 16.181 25.344 23.025  0.304
H 14.835 24.137 22.897  0.370
H 15.863 24.102 25.092  0.482
H 15.799 22.591 24.321  0.238
H 20.479 21.448 24.295  -0.185
H 19.227 20.845 25.299  -0.005
H 19.873 22.423 25.621  0.393
C 19.964 26.598 19.865  -0.669
C 20.723 25.375 19.349  0.026
O 21.952 25.554 18.601  0.299
S 21.897 26.316 17.226  0.996
C 23.392 25.684 16.508  -0.976
O 20.768 25.809 16.513  -0.037
O 22.004 27.737 17.403  -0.761
H 19.572 27.146 18.997  -0.426
H 20.665 27.195 20.507  0.462
H 19.205 26.100 20.471  0.452
H 21.012 24.742 20.225  0.103
H 20.149 24.831 18.603  0.131
H 23.354 26.095 15.473  0.038
H 23.493 24.618 16.504  0.315
H 24.212 26.232 17.022  0.534

Results
HOMO level in eV: -8.36
Kohn-Sham gap in eV: 8.72
SMILES: CC1(C)CCCC(C)(C)N1O.CC1(C)CCCC(C)(C)N1O.CC1(C)CCCC(C)(C)N1O.CC1(C)CCCC(C)(C)N1O.CC1(C)CCCC(C)(C)N1O.CC1(C)CCCC(C)(C)N1O.CC1(C)CCCC(C)(C)N1O.CC1(C)CCCC(C)(C)N1O.CC1(C)CCCC(C)(C)N1O.CCOS(C)(=O)=O.CCOS(C)(=O)=O.CCOS(C)(=O)=O
Charge: 0